The following is a quantum chemistry calculation of a molecular structure, C10H25N4O3Pt, from OMol25.

The geometry in XYZ format:
```
43
Properties=species:S:1:pos:R:3:mulliken_charge:R:1
Pt 0.2017 1.4402 0.3966 -0.119
N -2.0720 3.1312 -0.1478 -0.483
N -2.4681 2.6533 -1.3933 -0.119
C -1.4762 2.0355 -2.2135 0.496
O -1.7794 1.9350 -3.4096 -0.795
O -0.4162 1.6175 -1.6605 -0.660
H -2.7925 3.0299 0.5484 0.190
H -1.6789 4.0631 -0.1574 0.176
H -3.0673 3.2430 -1.9520 0.242
C 1.2309 -0.9943 -2.8586 -1.242
N 1.4447 -0.9797 -1.4339 0.714
C 2.8387 -0.8661 -1.0977 -0.684
C 0.8268 -2.0670 -0.7168 -0.633
C -0.6849 -2.1488 -0.8541 -1.357
N -1.4272 -1.1469 -0.1198 0.988
C -1.6238 -1.5155 1.2596 -1.239
C -2.6635 -0.8075 -0.7891 -1.337
H 1.6127 -1.9177 -3.3431 0.329
H 1.7369 -0.1362 -3.3005 0.379
H 0.1763 -0.8750 -3.0988 0.239
H 3.4203 -1.7761 -1.3543 0.378
H 2.9357 -0.6774 -0.0280 -0.213
H 3.2788 -0.0182 -1.6239 0.348
H 1.0903 -1.9540 0.3386 0.186
H 1.2362 -3.0449 -1.0571 0.378
H -1.0022 -3.1634 -0.5418 0.334
H -0.9505 -2.0714 -1.9086 0.546
H -2.2018 -2.4561 1.3651 0.324
H -2.1567 -0.7178 1.7787 0.329
H -0.6594 -1.6336 1.7548 0.279
H -3.3318 -1.6822 -0.9189 0.325
H -2.4495 -0.3793 -1.7684 0.324
H -3.1976 -0.0519 -0.2118 0.350
C 2.6908 -0.0520 2.9002 -0.769
O 1.3196 -0.0375 2.5769 -0.201
C 0.8287 1.2005 2.0772 0.500
C 0.5882 2.1057 3.2786 -1.132
H 2.8877 -0.9695 3.4561 0.230
H 2.9961 0.7989 3.5172 0.308
H 3.3031 -0.0418 1.9914 0.205
H 1.3469 2.0454 4.0635 0.375
H -0.3580 1.7448 3.6965 0.240
H 0.4664 3.1377 2.9600 0.270
```

Summary:
HOMO level = -2.8 eV
Energy relative to the best compared isomer or geometry (same formula, charge and spin) = 13.7 kcal per mole
2S+1 = 1
Charge = -1
Electronic energy = -26123.3458 eV



The following is a quantum chemistry calculation of 2 unconnected molecules or ions with the total composition C10H25NO2PSi in a non-equilibrium geometry, from OMol25.

The geometry in XYZ format:
```
40
Properties=species:S:1:pos:R:3:mulliken_charge:R:1
C 4.5024 -3.4210 -0.1611 -0.539
C 4.6367 -2.4144 0.7847 -0.260
P 5.1499 -0.6512 0.4846 -0.138
C 4.0864 0.1630 -0.8380 -0.813
C 2.6725 -0.4600 -1.0074 -0.355
O 2.0717 -0.8516 0.2298 -0.386
Si 0.4887 -1.4395 -0.0319 0.602
C -0.6803 -0.1782 -0.8683 -0.870
C 0.4206 -3.0186 -1.1092 -1.081
C -0.2647 -1.9275 1.6665 -0.992
H 3.7882 -3.4353 -0.9995 0.184
H 5.1285 -4.3286 -0.0258 0.274
H 4.4619 -2.7015 1.8399 0.372
H 6.4538 -0.7507 -0.1066 0.043
H 3.9627 1.2398 -0.5917 0.363
H 4.6184 0.1269 -1.8082 0.402
H 2.0268 0.3417 -1.4465 0.309
H 2.6838 -1.2672 -1.7779 0.238
H -1.6951 -0.5874 -1.0403 0.347
H -0.2247 0.0772 -1.8513 0.372
H -0.7378 0.7254 -0.2290 0.058
H 0.9729 -3.8671 -0.6585 0.300
H -0.6561 -3.3148 -1.1137 0.348
H 0.7149 -2.8417 -2.1629 0.345
H 0.0140 -1.1315 2.3822 0.267
H 0.0692 -2.9356 1.9723 0.311
H -1.3588 -1.9959 1.4892 0.291
C -2.5545 3.1983 1.4533 -0.928
C -3.5791 2.3986 0.7173 0.366
O -3.3933 1.3629 0.1527 -0.417
N -4.9769 2.8622 0.6622 -0.095
C -5.2407 3.7212 -0.5431 -0.818
H -1.7864 3.5274 0.7534 0.313
H -3.0037 4.0769 1.9203 0.388
H -2.1092 2.5770 2.2297 0.328
H -5.2188 3.3682 1.5184 0.415
H -5.5170 1.9963 0.5602 0.402
H -4.5118 4.5288 -0.5687 0.356
H -6.2446 4.1284 -0.4456 0.365
H -5.1706 3.0991 -1.4316 0.334
```

Summary:
HOMO level = -9.3 eV
2S+1 = 1
Charge = +1
Electronic energy = -33517.9807 eV



The following is a quantum chemistry calculation of 4 unconnected molecules or ions with the total composition C10H25NO8, from OMol25.

The geometry in XYZ format:
```
44
Properties=species:S:1:pos:R:3:mulliken_charge:R:1
C 4.9710 -0.6114 0.2089 -0.525
N 4.0134 -0.6054 1.3181 -0.273
C 2.6400 -0.4648 0.9866 -0.018
O 2.1387 0.8185 1.4837 -0.295
C 0.9703 0.7716 2.1477 0.457
O 0.7983 1.2225 3.2427 -0.562
O -0.0307 0.1655 1.4331 -0.194
C -0.4062 0.9449 0.2706 -0.286
C -1.7891 0.5114 -0.2365 -0.790
C -2.2062 -0.9039 0.1903 -0.620
C -3.4566 -0.9104 1.0425 0.692
O -4.3542 -0.1119 0.9404 -0.607
O -3.5947 -1.9348 1.9119 -0.485
H 5.6316 0.2604 0.2476 0.230
H 5.6055 -1.5010 0.2492 0.305
H 4.4727 -0.6069 -0.7608 0.036
H 4.1588 -1.3933 1.9276 0.292
H 2.4850 -0.4697 -0.0953 0.002
H 2.0363 -1.2624 1.4279 0.283
H 0.3679 0.8443 -0.4926 0.228
H -0.4493 1.9955 0.5747 0.297
H -1.7618 0.5619 -1.3283 0.333
H -2.5389 1.2345 0.0819 0.391
H -1.3970 -1.4428 0.6815 0.374
H -2.4783 -1.4900 -0.6962 0.388
H -2.7593 -2.4081 2.0200 0.344
C 1.8231 3.6175 -2.0096 -0.323
O 0.5110 3.0894 -2.1858 -0.478
H 2.4931 3.0179 -2.6208 -0.038
H 1.8827 4.6570 -2.3405 0.318
H 2.1458 3.5507 -0.9674 0.252
H -0.0914 3.6166 -1.6539 0.277
C -6.7261 -2.8067 2.6188 -0.517
O -6.9170 -1.5562 1.9748 -0.519
H -7.7062 -3.2649 2.7344 0.254
H -6.0953 -3.4695 2.0192 0.207
H -6.2757 -2.6844 3.6081 0.238
H -6.0580 -1.1310 1.8579 0.354
C 3.0283 0.3470 -3.8083 -0.568
O 3.2281 -0.6255 -2.7845 -0.448
H 3.6015 1.2272 -3.5290 0.162
H 3.3863 -0.0140 -4.7751 0.308
H 1.9754 0.6257 -3.8951 0.273
H 2.7273 -1.4111 -3.0204 0.251
```

Summary:
HOMO level = -9.5 eV
2S+1 = 1
Charge = 0
Electronic energy = -28643.7263 eV



The records above give, respectively, gap between HOMO and LUMO values of 5.74; 5.19; 9.72 eV.